# 1
The following is a quantum chemistry calculation of a molecular structure, C5H8N2O in a non-equilibrium geometry, from the OMol25 dataset.

Values from the calculation:
Total charge: 0
Energy relative to the best compared isomer or geometry (same formula, charge and spin) in eV: 6.203
HOMO in eV: -8.6
Gap between HOMO and LUMO in eV: 8.70

Last column: Löwdin charge in e.
Cartesian coordinates (Å):
C  -0.37  1.07  2.12  -0.07
C  0.23  0.23  1.02  -0.49
C  0.00  -0.26  -1.18  -0.45
C  1.08  -1.17  -1.33  0.06
C  -0.71  -0.13  -2.48  -0.14
H  0.14  1.28  3.04  0.02
H  -1.23  0.22  2.66  0.17
H  -1.02  2.21  1.89  0.16
H  1.42  -0.65  2.29  0.13
H  -1.18  0.89  -0.02  0.17
H  1.75  -1.71  -0.52  0.08
H  1.02  -1.68  -2.39  0.07
H  0.17  -0.20  -3.51  0.20
N  0.98  -0.81  1.26  0.09
N  -0.28  0.45  -0.24  0.08
O  -1.98  0.26  -2.60  -0.07

=====

# 2
The following is a quantum chemistry calculation of a molecular structure, C35H25Cl3IN5O3Ta in a non-equilibrium geometry, from the OMol25 dataset.

Values from the calculation:
Total charge: +3
HOMO in eV: -16.2
Gap between HOMO and LUMO in eV: 6.40

Last column: Löwdin charge in e.
Cartesian coordinates (Å):
Ta  -0.12  0.32  0.01  1.75
C  2.43  3.58  1.95  0.01
C  1.73  3.85  3.11  0.02
C  0.46  3.31  3.28  0.05
C  -0.07  2.51  2.28  -0.20
N  0.64  2.22  1.18  -0.03
C  1.86  2.74  1.01  -0.08
C  -1.45  1.98  2.28  -0.18
C  -2.44  2.42  3.14  0.06
C  -3.74  2.00  2.93  0.04
C  -4.05  1.20  1.84  0.05
C  -3.02  0.79  1.01  -0.19
N  -1.74  1.13  1.27  -0.01
C  -3.22  0.06  -0.26  -0.22
C  -4.45  -0.43  -0.67  0.04
C  -4.57  -1.01  -1.93  0.02
C  -3.45  -1.08  -2.75  0.01
C  -2.25  -0.59  -2.26  -0.10
N  -2.13  -0.05  -1.05  -0.06
H  3.41  4.00  1.78  0.14
H  2.15  4.47  3.89  0.14
H  -0.10  3.52  4.18  0.13
H  2.38  2.48  0.10  0.13
H  -2.21  3.10  3.95  0.13
H  -4.53  2.33  3.59  0.14
H  -5.07  0.95  1.62  0.13
H  -5.32  -0.36  -0.03  0.13
H  -5.52  -1.39  -2.26  0.14
H  -3.50  -1.49  -3.74  0.14
H  -1.35  -0.63  -2.87  0.11
C  2.75  0.13  3.58  0.01
C  1.37  -0.39  3.83  -0.24
N  1.01  -0.60  5.09  0.16
C  -0.19  -1.10  5.39  -0.03
C  -1.10  -1.51  4.43  -0.12
C  -2.42  -2.12  4.79  -0.17
O  -3.41  -1.65  3.87  -0.06
C  -0.74  -1.32  3.09  -0.08
C  -1.42  -2.05  2.03  -0.01
N  -1.24  -1.85  0.77  0.00
C  -1.65  -2.85  -0.14  -0.35
C  -2.84  -3.56  -0.03  -0.02
C  -3.15  -4.57  -0.93  -0.03
C  -2.28  -4.88  -1.96  -0.03
C  -1.09  -4.18  -2.11  -0.11
C  -0.80  -3.17  -1.20  -0.55
I  1.03  -2.10  -1.41  1.24
C  0.47  -0.67  2.79  -0.22
O  0.73  -0.31  1.52  -0.28
H  3.08  0.72  4.42  0.10
H  2.80  0.71  2.65  0.06
H  3.44  -0.71  3.49  0.11
H  -0.40  -1.20  6.45  0.14
H  -2.67  -1.84  5.82  0.14
H  -2.35  -3.21  4.75  0.14
H  -4.27  -1.99  4.16  0.11
H  -1.97  -2.93  2.35  0.15
H  -3.53  -3.31  0.77  0.13
H  -4.08  -5.11  -0.82  0.13
H  -2.52  -5.68  -2.66  0.13
H  -0.40  -4.41  -2.90  0.12
Cl  1.22  5.37  -5.23  0.80
C  1.11  4.08  -4.13  -0.65
C  0.07  4.07  -3.20  -0.08
C  0.00  3.01  -2.32  -0.52
Cl  -1.23  2.83  -1.11  0.87
C  0.93  1.97  -2.34  -0.41
O  0.77  0.97  -1.44  -0.45
C  1.96  2.00  -3.27  -0.58
Cl  3.09  0.70  -3.26  0.77
C  2.05  3.05  -4.16  -0.08
H  -0.66  4.87  -3.18  0.13
H  2.85  3.08  -4.89  0.13

=====

# 3
The following is a quantum chemistry calculation of a single C5H8O2S molecule in a non-equilibrium geometry, from the OMol25 dataset.

Values from the calculation:
Total charge: 0
Energy relative to the best compared isomer or geometry (same formula, charge and spin) in eV: 2.926
HOMO in eV: -8.8
Gap between HOMO and LUMO in eV: 9.63

Last column: Löwdin charge in e.
Cartesian coordinates (Å):
C  -0.63  -0.34  0.76  -0.08
C  -1.10  -1.62  0.25  -0.47
C  0.33  0.47  0.32  -0.29
C  1.26  0.17  -0.81  -0.04
C  0.64  1.80  1.01  -0.05
O  -0.45  -2.45  -0.67  -0.28
O  -1.55  -0.72  -2.25  -0.46
S  -1.82  -1.82  -1.39  1.00
H  -1.43  -0.02  1.47  0.13
H  -1.54  -2.28  0.95  0.10
H  1.73  -0.63  -0.41  0.06
H  1.95  0.92  -0.98  0.05
H  0.74  -0.15  -1.81  0.12
H  -0.01  1.96  1.90  0.09
H  0.24  2.60  0.45  0.06
H  1.66  2.11  1.21  0.08

=====

# 4
The following is a quantum chemistry calculation of 2 unconnected molecules or ions with the total composition C33H44N3O2S in a non-equilibrium geometry, from the OMol25 dataset.

Values from the calculation:
Total charge: +1
HOMO in eV: -9.5
Gap between HOMO and LUMO in eV: 4.81

Last column: Löwdin charge in e.
Cartesian coordinates (Å):
C  -5.04  -3.42  1.21  -0.06
C  -3.70  -3.07  1.83  -0.27
O  -2.68  -2.96  0.88  -0.03
C  -1.46  -2.80  1.52  -0.60
C  -0.35  -2.57  0.69  -0.31
S  1.26  -2.22  1.36  1.05
C  1.31  -3.62  2.49  -0.26
C  2.25  -2.97  0.03  -0.26
O  -1.34  -2.84  2.75  -0.02
H  -5.81  -3.60  1.96  0.08
H  -5.38  -2.63  0.55  0.06
H  -4.94  -4.32  0.60  0.08
H  -3.74  -2.11  2.36  0.13
H  -3.37  -3.82  2.57  0.12
H  -0.49  -2.59  -0.37  0.04
H  0.66  -3.41  3.33  0.05
H  0.94  -4.52  1.99  0.08
H  2.32  -3.80  2.84  0.06
H  2.18  -2.36  -0.87  0.04
H  3.29  -3.02  0.35  0.06
H  1.89  -3.97  -0.19  0.07
C  -6.80  -0.41  -3.42  -0.05
N  -5.78  -1.42  -3.15  -0.18
C  -6.22  -2.81  -3.22  -0.04
C  -4.50  -1.06  -2.66  -0.19
C  -3.34  -1.74  -3.07  0.00
C  -2.10  -1.35  -2.64  0.00
C  -1.95  -0.28  -1.74  -0.21
C  -0.64  0.11  -1.30  0.03
C  -0.37  1.06  -0.37  -0.01
C  0.93  1.48  0.01  -0.05
C  1.07  2.48  1.07  -0.17
C  0.23  2.50  2.20  -0.01
C  0.34  3.47  3.15  0.01
C  1.30  4.49  3.02  -0.21
N  1.43  5.51  4.02  -0.24
C  2.31  5.34  5.17  -0.07
C  0.43  6.57  4.15  -0.07
C  2.14  4.48  1.90  0.01
C  2.04  3.49  0.96  -0.01
C  2.13  0.94  -0.64  -0.19
C  2.24  0.86  -2.04  -0.03
C  3.37  0.34  -2.63  0.01
C  4.44  -0.12  -1.85  -0.23
N  5.61  -0.65  -2.47  -0.23
C  6.83  0.15  -2.55  -0.06
C  5.83  -2.10  -2.52  -0.07
C  4.35  -0.01  -0.46  0.00
C  3.23  0.52  0.13  -0.03
C  -3.11  0.39  -1.32  0.01
C  -4.35  0.02  -1.78  0.00
H  -6.33  0.52  -3.73  0.09
H  -7.46  -0.75  -4.22  0.09
H  -7.39  -0.22  -2.52  0.09
H  -5.37  -3.48  -3.07  0.08
H  -6.95  -3.00  -2.44  0.09
H  -6.67  -3.03  -4.19  0.09
H  -3.44  -2.53  -3.79  0.12
H  -1.23  -1.86  -2.99  0.12
H  0.19  -0.41  -1.75  0.11
H  -1.19  1.54  0.13  0.11
H  -0.48  1.70  2.32  0.12
H  -0.28  3.45  4.02  0.12
H  3.05  4.57  4.96  0.09
H  2.83  6.28  5.39  0.08
H  1.74  5.04  6.05  0.08
H  -0.12  6.66  3.22  0.09
H  -0.26  6.35  4.95  0.08
H  0.93  7.52  4.35  0.08
H  2.86  5.27  1.79  0.12
H  2.67  3.51  0.08  0.12
H  1.45  1.26  -2.65  0.12
H  3.45  0.30  -3.70  0.12
H  6.59  1.20  -2.41  0.09
H  7.54  -0.16  -1.78  0.08
H  7.29  0.03  -3.53  0.08
H  4.87  -2.61  -2.39  0.08
H  6.25  -2.38  -3.48  0.09
H  6.50  -2.41  -1.72  0.08
H  5.17  -0.36  0.14  0.13
H  3.17  0.59  1.20  0.12
H  -3.03  1.22  -0.64  0.11
H  -5.22  0.55  -1.45  0.12

=====

# 5
The following is a quantum chemistry calculation of 2 unconnected molecules or ions with the total composition C5H14 in a non-equilibrium geometry, from the OMol25 dataset.

Values from the calculation:
Total charge: 0
Energy relative to the best compared isomer or geometry (same formula, charge and spin) in eV: 1.672
SMILES string: CCC.CC
HOMO in eV: -10.9
Gap between HOMO and LUMO in eV: 12.00

Last column: Löwdin charge in e.
Cartesian coordinates (Å):
C  1.69  -2.37  0.82  -0.14
C  1.02  -0.99  0.64  -0.29
C  1.74  0.37  0.17  -0.14
H  1.44  -3.00  -0.04  0.06
H  1.28  -2.85  1.73  0.06
H  2.78  -2.41  1.10  0.08
H  0.21  -1.20  -0.13  0.09
H  0.55  -0.63  1.66  0.12
H  2.67  0.56  0.61  0.02
H  1.90  0.43  -0.97  0.10
H  1.29  1.24  0.68  0.05
C  -1.39  1.39  -1.22  -0.14
C  -2.82  1.23  -0.41  -0.13
H  -1.35  2.30  -1.80  0.04
H  -0.64  1.64  -0.44  0.04
H  -1.12  0.52  -1.79  0.04
H  -3.57  0.42  -0.68  0.07
H  -3.21  2.25  -0.52  0.05
H  -2.48  1.10  0.59  0.02

=====

> Number 2 is which compound?

C35H25Cl3IN5O3Ta

=====

> Number 1 is which compound?

C5H8N2O

=====

> What is the HOMO in the second record?

-16.2 eV